# C2H5NO2

C2H5NO2 in the gas phase (wB97M-V/def2-TZVPD, OMol25).

**SMILES string**: CO/C=N\O
**2S+1**: 1
**HOMO level**: -9.06 eV
**Energy above the lowest of the compared OMol25 structures with the same formula, charge and spin**: 87.9 kcal/mol

Positions of all 10 atoms, in Å:
C1 -0.9529 0.7372 1.1808
O1 -1.2706 0.4016 -0.1958
C2 -0.2538 -0.1282 -1.0362
N1 0.9284 -0.5796 -0.7925
O2 1.4748 -0.4970 0.4233
H1 -1.6986 1.3915 1.5848
H2 -0.9026 -0.2879 1.6473
H3 -0.0601 1.3641 1.1990
H4 -0.5827 -0.1901 -2.0970
H5 2.3521 -1.1113 0.5250

# C2H5NO2

C2H5NO2 in the gas phase (wB97M-V/def2-TZVPD, OMol25).

**SMILES string**: C=NOCO
**2S+1**: 1
**HOMO level**: -10.05 eV
**Energy above the lowest of the compared OMol25 structures with the same formula, charge and spin**: 80.2 kcal/mol

Positions of all 10 atoms, in Å:
C1 -1.8603 -0.4708 -0.6943
N1 -0.9088 0.1170 -0.0623
O1 0.2485 -0.7141 0.0215
C2 1.4204 0.1245 0.2390
O2 1.5380 0.8350 1.3986
H1 -1.7496 -1.4684 -1.0537
H2 -2.8744 -0.0152 -0.9175
H3 1.1777 0.8965 -0.5769
H4 2.2356 -0.6412 0.0501
H5 0.7730 1.3367 1.5955

# C2H5NO2

C2H5NO2 in the gas phase (wB97M-V/def2-TZVPD, OMol25).

**SMILES string**: NCC(=O)O
**2S+1**: 1
**HOMO level**: -9.89 eV
**Energy above the lowest of the compared OMol25 structures with the same formula, charge and spin**: 9.7 kcal/mol

Positions of all 10 atoms, in Å:
N1 -1.3981 -0.1583 -0.4602
C1 0.0405 -0.2398 -0.6807
C2 0.7807 0.0846 0.6005
O1 1.2798 -0.6864 1.3684
O2 0.7989 1.4289 0.8281
H1 -1.8608 -0.5488 -1.2706
H2 -1.6579 -0.7078 0.3574
H3 0.3375 0.5176 -1.4120
H4 0.3761 -1.2311 -0.9810
H5 1.3033 1.5413 1.6502

# C2H5NO2

C2H5NO2 in the gas phase (wB97M-V/def2-TZVPD, OMol25).

**2S+1**: 3
**HOMO level (spin up / spin down)**: -3.66 / -11.52 eV
**Energy above the lowest of the compared OMol25 structures with the same formula, charge and spin**: 89.7 kcal/mol

Positions of all 10 atoms, in Å:
C1 -0.4551 0.1524 0.1104
C2 0.8982 -0.5487 0.2568
N1 -1.4007 -0.5321 -0.6379
O1 -1.5796 -0.3826 0.7468
O2 -0.4658 1.5274 -0.0303
H1 0.7016 -1.4390 0.8883
H2 1.4856 0.3002 0.6883
H3 1.1508 -0.9783 -0.7085
H4 -2.0134 0.2512 -0.9363
H5 -1.1943 1.9504 0.3439

# C2H5NO2P

A gas-phase ion, C2H5NO2P (charge +1) (wB97M-V/def2-TZVPD, OMol25).

**SMILES string**: C=CO[N+](=O)P
**2S+1**: 1
**Net charge**: +1
**HOMO level**: -14.68 eV
**Energy above the lowest of the compared OMol25 structures with the same formula, charge and spin**: 156.7 kcal/mol

Positions of all 11 atoms, in Å:
C1 0.3918 0.8335 -0.7179
C2 -0.7256 0.1331 -0.5428
O1 -1.0072 -1.2282 -0.5105
N1 -0.0976 -2.1003 0.0728
O2 0.2382 -3.0488 -0.5274
P1 0.9109 -1.5419 1.3297
H1 1.3841 0.4452 -0.9130
H2 0.2568 1.9204 -0.7806
H3 -1.6144 0.7125 -0.7213
H4 -0.3771 -1.4386 2.4305
H5 1.5722 -2.7671 1.5478

# C2H5NO2S

C2H5NO2S in the gas phase (wB97M-V/def2-TZVPD, OMol25).

**2S+1**: 1
**HOMO level**: -9.48 eV
**Energy above the lowest of the compared OMol25 structures with the same formula, charge and spin**: 87.0 kcal/mol

Positions of all 11 atoms, in Å:
C1 -1.2591 0.2566 -0.3481
C2 0.0362 0.0183 0.2855
N1 1.0667 0.3204 -0.7133
O1 2.0909 0.7946 -0.2618
O2 0.3908 0.6106 1.5182
S1 0.8801 -1.6745 0.1219
H1 -1.9764 -0.5372 -0.2635
H2 -1.5590 1.1826 0.2244
H3 -0.9264 0.5423 -1.2773
H4 1.3010 0.9036 1.3124
H5 -0.0448 -2.4175 -0.5983

# C2H5NO2S

2 unconnected molecules or ions with the total composition C2H5NO2S (wB97M-V/def2-TZVPD, OMol25).

**2S+1**: 1
**HOMO level**: -9.84 eV
**Energy above the lowest of the compared OMol25 structures with the same formula, charge and spin**: 53.7 kcal/mol

Positions of all 11 atoms, in Å:
C1 0.7260 -0.4527 0.4721
C2 -0.0956 0.7994 0.2846
N1 -1.8986 -3.2561 1.3848
O1 0.3602 -1.3303 1.2820
O2 -2.9514 -1.0423 0.9432
S1 -2.0431 -1.7500 1.8363
H1 1.5435 -0.7469 -0.1061
H2 0.4502 1.7286 0.2668
H3 -0.9337 0.6155 0.9383
H4 -0.4784 0.8207 -0.7403
H5 -1.1548 -3.8284 1.7866

# C2H5NO2S

C2H5NO2S in the gas phase (wB97M-V/def2-TZVPD, OMol25).

**2S+1**: 1
**HOMO level (spin up / spin down)**: -9.68 / -9.68 eV
**Energy above the lowest of the compared OMol25 structures with the same formula, charge and spin**: 111.3 kcal/mol

Positions of all 11 atoms, in Å:
C1 0.5142 0.2301 -1.1618
C2 1.1499 0.1643 0.2716
N1 -0.6471 -1.5057 -0.8087
O1 0.0985 -0.1119 1.1959
O2 -2.1789 0.1058 0.6269
S1 -1.1143 -1.1921 0.6423
H1 -0.1367 1.2137 -1.2469
H2 1.1213 0.0098 -2.0704
H3 2.0749 -0.5808 0.3579
H4 1.4919 1.1963 0.5800
H5 -2.3737 0.4706 1.6132